Entry 1:
# C4H8O2

C4H8O2 in the gas phase (ωB97M-V/def2-TZVPD, the OMol25 dataset).

Values from the calculation:
LUMO level	0.03642	Eh
SMILES	O[C@H]1CCOC1
energy relative to the best compared isomer or geometry (same formula, charge and spin)	30.1	kcal per mole
multiplicity	1

```
14
C4H8O2 ωB97M-V/def2-TZVPD
O 0.8947 -1.0181 -1.4599
C 0.5061 0.2102 -0.8813
C -0.9901 0.1885 -0.5291
C -0.9359 -0.2426 0.9799
O 0.4137 -0.5731 1.2672
C 1.1505 0.3574 0.4974
H 0.6517 -1.6890 -0.8039
H 0.8022 1.0068 -1.5677
H -1.5415 -0.4690 -1.2096
H -1.4228 1.1931 -0.6337
H -1.5357 -1.0815 1.3482
H -1.2244 0.6779 1.4946
H 1.0156 1.3673 0.9217
H 2.2072 0.0868 0.5016
```

Results of the Löwdin charge analysis, in e, for atoms 1 through 4: -0.025, -0.365, -0.095, -0.186

---

Entry 2:
# C20H17NO5

C20H17NO5 in the gas phase (ωB97M-V/def2-TZVPD, the OMol25 dataset).

Values from the calculation:
LUMO level	-0.00681	Eh
SMILES	COc1cccc(/C=C/C(=O)OCCN2C(=O)c3ccccc3C2=O)c1
energy relative to the best compared isomer or geometry (same formula, charge and spin)	0.0	kcal per mole
multiplicity	1

```
43
C20H17NO5 ωB97M-V/def2-TZVPD
C -6.6233 -1.7250 0.4527
H -6.9087 -2.6572 0.9375
O -5.2523 -1.5600 0.7232
C -4.6213 -0.4546 0.2416
C -3.2689 -0.3443 0.5567
C -2.5124 0.7443 0.1315
C -3.1345 1.7329 -0.6394
C -4.4708 1.6200 -0.9565
C -5.2246 0.5393 -0.5223
H -6.2688 0.4849 -0.7864
H -4.9474 2.3837 -1.5534
H -2.5686 2.5784 -0.9940
C -1.1153 0.8087 0.5108
C -0.2697 1.8274 0.3091
C 1.1229 1.7341 0.7499
O 1.6146 0.8004 1.3433
O 1.8050 2.8442 0.4101
C 3.1986 2.8709 0.6833
C 3.9983 2.2373 -0.4624
N 3.7991 0.8087 -0.4969
C 2.7697 0.1970 -1.2007
O 2.0434 0.7550 -1.9840
C 2.8039 -1.2244 -0.7869
C 2.0106 -2.2874 -1.1628
C 2.2704 -3.5241 -0.5802
C 3.2906 -3.6809 0.3451
C 4.0883 -2.6064 0.7261
C 3.8297 -1.3811 0.1491
C 4.4656 -0.0605 0.3598
O 5.3750 0.2568 1.0825
H 4.8792 -2.7194 1.4511
H 3.4658 -4.6529 0.7821
H 1.6641 -4.3759 -0.8510
H 1.2150 -2.1561 -1.8796
H 3.6625 2.6465 -1.4185
H 5.0622 2.4322 -0.3103
H 3.4629 3.9246 0.7879
H 3.4024 2.3326 1.6158
H -0.5377 2.7446 -0.1887
H -0.7232 -0.0604 1.0265
H -2.8200 -1.1252 1.1509
H -6.8152 -1.8039 -0.6223
H -7.2172 -0.9051 0.8696
```

Results of the Löwdin charge analysis, in e, for atoms 1 through 4: -0.090, 0.093, -0.082, -0.269

---

Entry 3:
# C2H11NO3

A molecular structure, C2H11NO3 at a distorted geometry (ωB97M-V/def2-TZVPD, the OMol25 dataset).

Values from the calculation:
LUMO level	-0.01768	Eh
energy relative to the best compared isomer or geometry (same formula, charge and spin)	100.6	kcal per mole
multiplicity	1

```
17
C2H11NO3 ωB97M-V/def2-TZVPD
C -2.7520 -0.2371 0.0342
C -1.0261 -0.8192 0.6065
N -1.3534 0.2569 -0.0408
H -3.1345 -0.3464 1.0117
H -2.9746 -1.1474 -0.5736
H -3.3595 0.6077 -0.3624
H -0.9337 -0.8253 1.7517
H -0.4571 -1.6121 0.0924
H 0.1998 2.6824 -0.1224
H -0.1131 1.2026 0.1815
O 0.6609 1.8738 0.1761
H 3.6415 1.3901 0.0240
H 2.1895 1.1127 -0.1117
O 3.0200 0.8597 -0.4621
H 2.2796 -2.2594 -0.2465
H 2.3662 -1.0469 -1.1464
O 1.7462 -1.6921 -0.8122
```

Results of the Löwdin charge analysis, in e, for atoms 1 through 4: -0.160, -0.047, -0.149, 0.062

---

Entry 4:
# C3H2F2S2

2 unconnected molecules or ions with the total composition C3H2F2S2 at a distorted geometry (ωB97M-V/def2-TZVPD, the OMol25 dataset).

Values from the calculation:
LUMO level (spin up / spin down)	-0.02766 / -0.02759	Eh
energy relative to the best compared isomer or geometry (same formula, charge and spin)	91.4	kcal per mole
multiplicity	1

```
9
C3H2F2S2 ωB97M-V/def2-TZVPD
C -1.4309 0.3248 -1.0972
C -1.5984 0.6582 0.0219
C 0.7563 -0.8233 0.3532
F -1.7545 0.9562 1.3017
F 0.9681 -1.1682 -0.9303
S 3.1411 1.1649 0.3775
S 1.6602 0.2308 1.2344
H -1.8506 0.1797 -2.0870
H 0.1087 -1.5231 0.8257
```

Results of the Löwdin charge analysis, in e, for atoms 1 through 4: 0.089, -0.217, -0.577, 0.092

---

Entry 5:
# C27H15I2N5O2PbS2

A molecular structure, C27H15I2N5O2PbS2 (ωB97M-V/def2-TZVPD, the OMol25 dataset).

Values from the calculation:
LUMO level	-0.10023	Eh
energy relative to the best compared isomer or geometry (same formula, charge and spin)	25.9	kcal per mole
multiplicity	1

```
54
C27H15I2N5O2PbS2 ωB97M-V/def2-TZVPD
Pb -1.0064 -0.4758 0.0214
S -1.0406 -1.0457 2.7259
C -2.7670 -0.9587 3.0160
C -3.1363 -1.0543 4.4094
N -3.3748 -1.1138 5.5337
C -3.7418 -0.8125 2.0888
S -3.5855 -0.6541 0.3466
C -5.1132 -0.7863 2.5421
N -6.2156 -0.7633 2.8708
I -0.6368 -0.8243 -5.4830
C -0.5942 -2.3897 -4.1068
C -0.3656 -3.6992 -4.5503
C -0.3065 -4.7378 -3.6627
I -0.0099 -6.6682 -4.4152
C -0.4403 -4.4967 -2.2739
C -0.3396 -5.4906 -1.2721
C -0.4467 -5.1591 0.0459
C -0.6506 -3.8150 0.3954
N -0.7577 -2.8727 -0.5078
C -0.6724 -3.1705 -1.8360
C -0.8060 -2.0623 -2.7660
O -1.0779 -0.8781 -2.3521
H -0.2407 -3.8862 -5.6083
H -0.1727 -6.5179 -1.5675
H -0.3749 -5.9093 0.8211
H -0.7353 -3.5014 1.4321
C -0.8217 4.2089 -1.7773
C -0.4851 2.8411 -1.8047
N 0.3335 2.2995 -0.9322
C 0.8307 3.0700 0.0480
C 0.4943 4.4189 0.2150
C -0.3328 4.9927 -0.7690
C 0.8975 5.1172 1.4016
C 1.4686 4.4501 2.4245
C 1.7648 3.0485 2.3125
C 2.1400 2.2664 3.4190
C 2.3043 0.9118 3.2847
C 2.2717 0.3671 2.0106
N 1.9946 1.1129 0.9405
C 1.5802 2.4137 1.0819
H -1.4922 4.6098 -2.5248
H -0.8994 2.1678 -2.5512
H -0.6125 6.0357 -0.6886
H 0.6676 6.1713 1.4927
H 1.6987 4.9479 3.3577
H 2.2593 2.7389 4.3866
H 2.5033 0.2710 4.1304
H 2.5121 -0.6658 1.7969
C 3.0775 1.3858 -1.3735
C 2.4119 0.4818 -0.3837
O 2.3329 -0.6949 -0.4633
H 3.7028 0.7587 -2.0031
H 3.6763 2.1503 -0.8780
H 2.3302 1.8662 -2.0006
```

Results of the Löwdin charge analysis, in e, for atoms 1 through 4: 0.956, 0.430, -0.763, -0.303

---

Entry 6:
# C3H9F2NSi

C3H9F2NSi in the gas phase at a distorted geometry (ωB97M-V/def2-TZVPD, the OMol25 dataset).

Values from the calculation:
LUMO level	0.02810	Eh
SMILES	CN(C)[Si](C)(F)F
energy relative to the best compared isomer or geometry (same formula, charge and spin)	16.4	kcal per mole
multiplicity	1

```
16
C3H9F2NSi ωB97M-V/def2-TZVPD
C 1.4134 0.0266 -1.2582
C 0.9366 -1.6271 0.4241
C -1.3844 1.7945 0.9418
N 0.5984 -0.3431 -0.1165
F -1.6623 0.4342 -1.4851
F -1.9812 -0.9998 0.8687
Si -1.0406 0.2682 -0.0655
H 0.9168 -0.6349 -2.0472
H 1.1939 1.1574 -1.3907
H 2.4700 -0.1042 -1.0079
H 1.9905 -1.7900 0.6013
H 0.1030 -1.9946 1.1739
H 0.8329 -2.4282 -0.3740
H -0.4550 2.3625 1.0359
H -2.1728 2.4589 0.6875
H -1.7591 1.4197 2.0115
```

Results of the Löwdin charge analysis, in e, for atoms 1 through 4: -0.130, -0.168, -0.147, -0.341